2 unconnected molecules or ions with the total composition CH6N3, computed with ωB97M-V/def2-TZVPD.

Cartesian coordinates (Å):
N  0.928  -0.460  -0.902
C  -0.268  -0.140  -0.231
N  -0.564  1.277  0.018
N  -1.190  -0.990  0.008
H  1.373  -1.131  -0.211
H  1.585  0.341  -0.827
H  0.255  1.730  0.530
H  -1.465  1.474  0.504
H  0.176  -0.251  1.483
H  -0.829  -1.849  -0.371

- 2S+1: 1
- Charge: +1
- Energy above the lowest of the compared OMol25 structures with the same formula, charge and spin: 161.5 kcal/mol
- HOMO-LUMO gap: 6.779 eV
- HOMO energy: -0.594 hartree